{
  "formula": "C16H20N2O3S",
  "method": "ωB97M-V/def2-TZVPD",
  "relative_energy_kj_mol": 215.56,
  "charge": 0,
  "energy_ha": -1355.10327,
  "smiles": "CCC(=O)N(CC)c1nc(-c2cc(OC)ccc2OC)cs1",
  "homo_lumo_gap_ha": 0.3067,
  "species": ["S", "O", "O", "O", "N", "N", "C", "C", "C", "C", "C", "C", "C", "C", "C", "C", "C", "C", "C", "C", "C", "C", "H", "H", "H", "H", "H", "H", "H", "H", "H", "H", "H", "H", "H", "H", "H", "H", "H", "H", "H", "H"],
  "coordinates": [[1.4819, -2.2809, -0.9543], [4.6522, 1.2784, 0.3962], [-5.1743, -0.9746, 0.7474], [-0.8243, 2.0370, -0.8631], [3.0710, -0.2582, -0.0420], [0.7155, -0.0017, -0.0475], [1.8649, 2.1311, 1.7932], [2.4266, 2.1152, 0.3697], [4.1221, -1.2666, -0.1193], [-1.9047, 1.3299, -0.4309], [-2.8051, -0.8360, 0.1704], [-0.1990, -1.9178, -0.9031], [-0.9628, 3.4221, -1.0584], [-0.4168, -0.6675, -0.4027], [-4.0617, -0.2821, 0.3654], [4.1824, -2.1072, 1.1501], [-5.0599, -2.3598, 0.9585], [-4.2278, 1.0866, 0.1692], [3.4731, 1.0432, 0.2448], [-1.7267, -0.0465, -0.2193], [1.7880, -0.6675, -0.2677], [-3.1674, 1.8772, -0.2240], [4.9795, -2.8403, 1.0654], [1.1915, 2.9757, 1.9121], [3.2440, -2.6320, 1.3145], [-0.9105, -2.6305, -1.2656], [-1.2401, 3.9346, -0.1315], [-2.6289, -1.8868, 0.3357], [-6.0546, -2.6971, 1.2455], [-5.2034, 1.5166, 0.3299], [-4.7510, -2.8821, 0.0469], [1.3080, 1.2185, 1.9845], [3.9461, -1.8979, -0.9948], [4.3834, -1.4695, 2.0075], [-3.3390, 2.9314, -0.3706], [-4.3548, -2.5882, 1.7647], [2.9267, 3.0645, 0.1682], [0.0158, 3.7737, -1.3823], [2.6702, 2.2213, 2.5189], [1.6132, 1.9580, -0.3346], [-1.7010, 3.6496, -1.8348], [5.0628, -0.7284, -0.2517]],
  "lowdin_charge": [1.072, 0.078, -0.088, -0.099, -0.019, 0.102, -0.075, -0.159, -0.230, -0.215, 0.037, -0.346, -0.082, -0.311, -0.274, -0.071, -0.093, 0.004, -0.418, -0.085, -0.517, -0.009, 0.077, 0.071, 0.054, 0.069, 0.098, 0.107, 0.092, 0.120, 0.095, 0.064, 0.084, 0.081, 0.104, 0.096, 0.120, 0.092, 0.078, 0.082, 0.096, 0.118]
}